Record 1
Here is a 21-piece molecular cluster, C23H50Cl40FO2P3S2 overall in a non-equilibrium geometry from the OMol25 dataset. Energies are from the ωB97M-V functional and the def2-TZVPD basis.

XYZ file:
```
121
Properties=species:S:1:pos:R:3:forces:R:3:lowdin_charge:R:1
Cl -1.22980 4.91477 8.09652 -0.009 0.030 -0.017 0.52
Cl -1.08287 6.97816 -2.67337 -0.188 0.076 -0.247 0.52
Cl -7.64294 -0.06175 2.54285 0.037 -0.037 -0.032 0.50
Cl -8.80052 -3.79249 5.77822 -0.083 0.007 0.030 0.52
Cl 9.14288 1.52614 -0.46719 0.000 -0.066 0.029 0.49
Cl 13.75928 -1.65837 -4.40958 0.260 -0.044 -0.024 0.55
Cl -4.45802 -5.81219 1.62770 0.005 -0.376 -0.024 0.57
Cl -4.00008 -1.60111 3.05921 0.319 0.552 -0.323 0.52
Cl -5.23864 -3.86307 4.64343 -0.284 -0.524 0.420 0.50
Cl 7.74394 2.50999 4.77549 -0.050 0.002 -0.008 0.50
Cl -0.04795 9.51693 -3.69374 -0.004 0.045 0.008 0.51
Cl 3.28667 4.56368 -6.45119 -0.052 0.070 -0.311 0.57
Cl 4.28559 6.48021 3.85446 -0.025 -0.045 -0.005 0.52
Cl 1.84307 0.49768 -6.99036 -0.167 0.095 -0.172 0.59
Cl 9.67713 1.14376 3.04884 0.009 -0.032 -0.008 0.49
Cl 9.39608 3.58959 -2.53013 -0.036 -0.009 -0.027 0.50
Cl 2.35028 -2.31883 -7.58979 -0.029 0.002 -0.007 0.54
Cl 5.15468 2.32010 -3.13375 -0.063 -0.104 -0.076 0.56
Cl 5.13748 -1.46603 -4.31935 0.013 0.051 -0.012 0.50
Cl -5.55800 -8.94403 -0.84369 0.159 -0.256 -0.293 0.54
Cl -7.04656 -6.59591 2.76647 0.003 -0.021 -0.026 0.52
Cl -1.82769 -7.17913 6.18493 0.060 -0.322 0.210 0.53
Cl -2.34008 -4.21838 4.94451 -0.023 0.271 -0.150 0.49
Cl 0.64650 4.02223 -5.29297 0.181 0.038 -0.417 0.60
Cl -8.03714 -0.05876 5.45029 0.005 -0.066 -0.017 0.51
Cl -4.35860 -6.14163 -2.91837 0.029 -0.003 0.014 0.52
Cl -5.74083 -4.07382 -1.37910 -0.127 0.005 -0.026 0.53
Cl 2.34754 -1.92965 -3.54868 -0.059 0.019 -0.015 0.49
Cl -7.14694 -10.65903 0.91737 0.024 -0.013 0.027 0.52
Cl 4.77927 5.14382 -2.44666 -0.020 -0.013 -0.020 0.53
Cl 10.81116 0.54058 -5.42771 0.065 0.010 0.017 0.51
Cl -3.67084 -1.72955 0.14163 0.094 -0.136 0.054 0.54
Cl 1.56355 5.22742 7.27810 -0.196 -0.114 0.462 0.57
Cl 1.38840 6.83668 3.57492 0.136 0.040 0.228 0.49
Cl -8.13170 -5.67813 7.91279 0.013 -0.043 -0.010 0.51
Cl 13.35412 0.44718 -2.40431 0.172 0.073 0.067 0.55
Cl -0.53555 -9.19634 4.50341 0.043 -0.001 -0.008 0.51
Cl 9.03132 -0.92089 -3.62478 -0.036 -0.391 -0.107 0.55
Cl -6.15054 0.47026 -1.98544 -0.052 -0.022 0.005 0.53
Cl -4.33383 -1.26242 -3.49676 0.027 -0.009 -0.019 0.51
S 0.20995 3.72897 -1.93705 1.585 0.459 1.179 0.25
S -0.65447 7.04303 0.81928 -0.052 -0.021 0.207 0.07
P -0.73089 3.59054 -0.01335 -0.197 -1.941 0.486 0.50
P -2.89177 3.97887 -0.12269 -1.031 1.944 0.334 0.69
P 0.07037 5.28111 1.18818 -0.648 1.765 -0.868 0.04
F -0.84827 3.83683 -3.09103 -0.297 -0.034 0.476 -0.28
O 1.03775 4.87143 -1.89815 -0.126 1.873 -0.263 -0.38
O 0.98123 2.55975 -2.11568 -0.687 -2.009 -0.662 -0.33
C -4.17455 -4.71786 -1.88801 0.177 0.028 -0.019 -1.02
C -0.91047 8.70783 -2.37815 -0.045 0.026 0.141 -1.03
C -3.48063 2.95783 1.30476 1.178 -0.890 -0.553 -0.48
C 8.67030 2.03591 -2.09627 0.028 0.041 -0.114 -1.05
C -0.29322 -7.85295 5.62525 0.077 0.037 -0.019 -1.01
C 7.99312 1.63221 3.26006 -0.056 0.005 -0.101 -1.04
C -5.54391 -10.33618 0.25068 0.018 -0.065 0.067 -0.99
C 4.05151 3.71052 -3.17837 -0.109 0.130 0.003 -1.01
C -6.01831 -0.83202 -3.17316 -0.107 -0.056 -0.027 -1.01
C -3.94572 -4.86777 5.30407 -0.088 -0.128 0.010 -1.03
C -3.54202 1.45131 1.04271 -0.139 0.589 0.769 -0.21
C -3.56029 3.29006 -1.68899 0.814 -0.316 -0.275 -0.34
C -8.73059 -5.49024 6.26136 0.028 -0.080 -0.095 -1.02
C 1.62107 4.04894 -6.76534 -0.022 -0.067 -0.033 -0.98
C -6.09110 -6.41628 1.28794 -0.162 -0.135 0.026 -1.00
C -0.03832 5.98297 7.35269 -0.107 0.082 -0.045 -1.00
C -7.51839 -0.99421 4.04078 0.032 -0.001 0.013 -1.07
C -3.50171 -2.58847 1.68510 -0.054 -0.165 -0.031 -1.00
C 14.46016 -0.24989 -3.59635 0.047 0.074 -0.001 -0.97
C 1.19984 -0.98632 -7.71278 -0.081 -0.114 -0.064 -0.98
C 10.67563 -0.78776 -4.26972 -0.078 -0.024 0.011 -1.06
C 2.68895 5.87166 4.30236 0.147 0.072 0.145 -1.04
C 3.49695 -0.80602 -4.29237 0.015 0.018 -0.048 -1.06
H -9.72775 -5.90909 6.20159 -0.031 0.060 0.066 0.03
H -6.48429 -1.28303 4.18031 0.024 0.074 0.000 -0.05
H -4.02213 -5.85617 4.86517 0.017 0.036 -0.097 -0.01
H -1.89715 9.14593 -2.28846 -0.015 -0.012 -0.085 0.03
H 7.37372 0.74368 3.26823 0.039 -0.029 0.071 0.02
H -6.58962 -5.71352 0.63180 0.044 0.075 0.074 -0.01
H 1.17537 4.73754 -7.47295 0.014 0.082 0.070 0.03
H 3.17740 -0.61841 -5.31115 0.165 -0.167 0.196 -0.09
H -8.06088 -6.01233 5.58779 0.079 0.061 0.025 -0.01
H -3.61484 -4.99732 -1.00315 -0.084 -0.053 0.030 -0.01
H 2.57502 5.91464 5.38247 0.194 0.117 -0.486 -0.09
H -8.14511 -1.87269 3.95392 -0.079 0.051 -0.035 -0.03
H -0.35243 8.84218 -1.45849 0.077 -0.074 -0.035 -0.01
H -4.11849 -3.48582 1.65990 0.027 0.436 -0.010 -0.08
H -3.00973 2.45379 -2.11235 -0.095 -0.290 0.091 0.03
H -4.38609 3.37979 1.72659 -0.242 0.135 -0.253 0.07
H -4.60020 3.00961 -1.57463 -0.158 -0.056 0.302 0.01
H 0.29164 -1.25784 -7.18822 0.050 0.010 0.096 0.03
H -2.70360 3.10745 2.05793 -0.008 0.227 0.214 0.05
H 14.68499 0.50367 -4.34148 -0.111 -0.002 -0.037 0.03
H -2.55134 1.08181 0.80173 0.088 -0.093 -0.421 0.05
H -3.65124 -3.94707 -2.44094 -0.093 0.029 -0.051 -0.01
H 3.50368 0.11373 -3.72086 0.021 -0.025 0.093 -0.02
H -2.46077 -2.86192 1.81794 0.032 0.118 0.006 0.03
H 2.59688 4.84798 3.95452 -0.005 0.031 -0.070 0.03
H 3.81521 3.92666 -4.21500 0.144 -0.056 0.242 -0.07
H -4.27286 1.20169 0.28336 0.021 -0.194 -0.158 0.02
H 0.99079 -0.79847 -8.75884 0.090 0.039 -0.012 0.03
H 0.03583 6.88893 7.94151 0.049 -0.047 0.070 0.03
H -5.21250 -11.20625 -0.30260 -0.060 0.016 -0.067 0.03
H 3.15483 3.45513 -2.63071 0.026 -0.038 0.090 -0.02
H 1.47235 5.24951 1.08142 -0.088 -0.635 0.012 -0.04
H 11.36002 -0.60322 -3.45129 -0.187 0.037 -0.023 -0.07
H -0.23719 4.85377 2.49475 0.164 -0.554 -0.229 -0.07
H 10.92890 -1.71419 -4.76759 -0.111 -0.002 -0.069 0.00
H -6.52674 -1.70623 -2.78537 0.073 -0.009 0.078 -0.01
H 9.00155 1.28101 -2.80225 0.024 0.291 0.188 -0.08
H 7.59265 2.13355 -2.12898 0.020 0.100 0.081 -0.04
H -3.80299 0.96162 1.97580 -0.295 -0.241 -0.015 0.02
H 0.26061 -8.21181 6.48404 -0.068 -0.056 0.023 0.03
H 7.71585 2.27707 2.43434 0.069 0.054 0.016 0.01
H -0.35745 6.21444 6.34297 0.031 -0.071 -0.027 0.02
H 0.26106 -7.07205 5.11789 -0.071 0.013 -0.058 0.03
H -5.99829 -7.38595 0.80656 -0.027 0.281 0.258 -0.08
H 15.36531 -0.56061 -3.08922 -0.053 -0.068 0.056 0.02
H -3.51841 4.08695 -2.42305 -0.006 0.220 -0.049 0.02
H -4.06456 -4.92275 6.38011 0.022 0.102 0.009 0.03
H 1.64427 3.04499 -7.17247 0.034 0.089 0.009 -0.06
H -4.86286 -10.12731 1.06755 -0.035 0.068 0.014 0.03
H -6.47617 -0.50660 -4.09937 0.072 0.081 -0.008 0.03
```
Positions in Å, forces in eV/Å.

Calculated values
HOMO-LUMO gap = 7.88 eV
LUMO level = -0.4 eV
highest occupied orbital energy = -0.303 Ha


Record 2
Here is C22H26CuN3O5PSSe2 as an isolated structure in a non-equilibrium geometry from the OMol25 dataset. Energies are from the ωB97M-V functional and the def2-TZVPD basis.

XYZ file:
```
61
Properties=species:S:1:pos:R:3:forces:R:3:lowdin_charge:R:1
Se -0.88984 1.83014 2.16677 0.942 -0.331 -0.379 0.08
Se 2.04775 0.70058 -0.31486 0.294 0.567 1.508 0.48
Cu 1.23331 -0.55934 -2.22959 0.550 -0.617 0.246 0.37
S -0.48529 -4.96305 2.42910 -1.075 0.750 -0.834 0.98
P 1.00434 2.10704 1.04150 -2.351 -1.190 -1.711 0.18
O 2.45684 -1.84824 -1.46910 -0.234 -0.193 -1.445 -0.22
O 2.84875 -3.95431 -1.82147 0.049 -1.190 -0.677 0.00
O -0.24102 0.40999 -2.57504 -0.528 0.079 -0.085 -0.36
O 2.84335 -3.24978 -4.67718 -0.601 0.615 0.797 0.01
O 1.51059 -1.56295 -3.92826 0.405 -0.514 -0.413 -0.10
N -2.12506 -4.69312 0.47837 -2.857 0.284 2.279 -0.05
N 1.32210 -4.34910 0.54025 0.547 -0.605 1.809 0.12
N -0.98832 -4.43738 -0.06815 3.600 0.306 -0.853 -0.02
C 3.78594 3.84867 4.12460 -0.153 -0.252 -1.218 -0.10
C -2.39743 0.40762 -1.90532 -2.510 0.717 -0.478 -0.07
C 2.21168 2.12595 3.53698 0.687 0.415 -0.411 -0.11
C 0.70501 4.80361 0.32613 -0.423 0.172 -1.249 -0.11
C -2.14725 -4.85520 1.77527 0.256 -0.480 -1.606 -0.61
C 3.85299 4.26809 2.77225 -0.292 -0.785 1.500 -0.09
C -3.54299 -4.19392 3.77230 -1.722 1.148 0.125 -0.13
C -1.44316 -1.79191 -2.27508 1.170 -0.083 -0.095 -0.05
C -1.66574 -0.33897 -4.26240 -0.721 0.128 -0.112 -0.05
C 2.23018 2.60061 2.21688 0.427 0.740 0.291 -0.46
C 3.03366 2.73428 4.48555 -0.133 -0.227 -0.097 -0.10
C -3.44319 -5.04626 2.48196 -0.330 -0.513 0.603 -0.26
C 2.56211 -2.86007 -2.28823 0.458 0.630 1.711 -0.54
C 2.30697 -2.57452 -3.79325 0.022 0.177 -0.389 -0.55
C 0.18734 5.86694 -0.44822 0.408 -0.276 0.937 -0.12
C 3.10312 3.61273 1.80708 0.262 0.396 0.282 -0.13
C 0.47093 3.48610 -0.08166 0.915 1.164 2.357 -0.43
C -0.36917 3.20902 -1.13508 0.459 -1.495 -0.816 -0.12
C -1.43467 -0.31525 -2.76398 1.068 -1.533 0.099 -0.74
C 0.02642 -4.48817 0.77433 -1.138 -0.967 0.526 -0.65
C -0.54675 5.62351 -1.58451 -0.719 -1.309 -0.949 -0.11
C -0.82952 4.25230 -1.90924 -0.077 1.529 0.100 -0.07
H -2.62394 -3.74924 4.18339 -0.096 -0.422 -0.515 0.06
H 1.91796 -4.70334 1.31528 -0.401 0.808 -1.512 0.11
H 4.48267 5.10571 2.56722 0.268 0.417 -0.429 0.08
H -2.42332 1.44076 -2.27286 -0.424 0.010 0.281 0.08
H -4.26315 -3.31438 3.61101 1.124 -1.089 0.090 0.09
H 3.06122 2.31541 5.49958 -0.021 0.394 -0.358 0.10
H -2.08012 0.40271 -0.89332 0.807 0.162 0.929 0.06
H -1.34523 -1.90495 -1.20444 0.031 0.349 0.500 0.06
H -3.43153 -0.01988 -1.80054 0.579 0.286 -0.734 0.10
H 1.68293 -4.21560 -0.38910 0.740 0.172 -0.668 0.05
H -4.30516 -4.84060 1.79942 1.038 0.192 0.315 0.11
H -2.36446 -2.31812 -2.52728 0.006 0.063 -0.312 0.08
H 3.12643 3.96851 0.76506 0.023 -0.476 0.586 0.11
H -2.60865 -0.87532 -4.48700 0.501 -0.013 -0.266 0.08
H -0.56971 -2.33172 -2.67915 -0.499 -0.021 -0.211 0.07
H -0.76666 -0.72800 -4.79304 -0.792 0.030 0.469 0.09
H -0.93243 6.42204 -2.26728 0.388 -0.693 0.885 0.10
H 0.34145 6.86452 -0.06478 0.123 0.292 -0.217 0.08
H 1.59278 1.28079 3.79965 -0.230 0.112 -0.052 0.07
H 1.32804 5.01447 1.18596 -0.343 0.119 0.011 0.08
H -1.45464 4.07025 -2.76904 -0.022 -0.225 -0.180 0.09
H -3.58971 -6.12508 2.70729 0.272 0.451 0.241 0.10
H 4.34464 4.39068 4.85669 0.344 0.190 0.401 0.08
H -0.48670 2.11403 -1.38277 -0.222 1.296 -0.148 0.08
H -1.80986 0.69979 -4.53276 0.008 0.360 -0.460 0.06
H -4.01685 -4.76908 4.57412 0.141 -0.019 0.000 0.05
```
Positions in Å, forces in eV/Å.

Calculated values
HOMO-LUMO gap (alpha / beta) = 6.21 / 6.34 eV
spin multiplicity = 2
LUMO level (alpha / beta) = 4.0 / 4.0 eV
net charge = -2
highest occupied orbital energy (alpha / beta) = -0.083 / -0.087 Ha


Number 1: molecular weight 1952.83 g mol⁻¹, total energy -21384.6933 a.u.. Number 2: molecular weight 696.97 g mol⁻¹, total energy -8577.3805 a.u..